This record from the OMol25 dataset describes 11 unconnected molecules or ions with the total composition C34H69N7O14 in a non-equilibrium geometry. The level of theory is ωB97M-V/def2-TZVPD.

Computed properties:
LUMO level = 0.45 eV
Relative energy (zero: lowest compared OMol25 entry of this formula, charge and spin) = 398.9 kJ/mol
HOMO = -0.312 hartree
Energy = -2773.542079 Ha
Structure (SMILES) = CCN(CC)CC.O=C1CCCO1.O=C1CCCO1.O=C1CCCO1.O=C1CCCO1.CC(N)=O.CC(N)=O.CC(N)=O.CC(N)=O.CC(N)=O.CC(N)=O
Spin multiplicity = 1
Frontier orbital gap = 0.32887 hartree

CARTESIAN COORDINATES (ANGSTROEM)
O: 3.341 2.754 -1.410
C: 3.977 2.725 -0.411
N: 3.610 3.286 0.734
C: 5.419 2.181 -0.272
H: 2.728 3.705 0.479
H: 4.022 3.128 1.643
H: 5.923 2.908 0.365
H: 6.039 2.073 -1.161
H: 5.421 1.201 0.206
O: 5.168 -1.406 1.181
C: 5.111 -2.660 1.166
N: 3.946 -3.243 0.829
C: 6.408 -3.428 1.027
H: 4.084 -4.154 0.415
H: 3.249 -2.626 0.437
H: 6.922 -2.833 0.272
H: 6.107 -4.451 0.802
H: 6.818 -3.303 2.030
O: -3.108 -3.772 5.517
C: -2.642 -3.800 4.430
N: -1.679 -2.967 4.102
C: -3.191 -4.646 3.318
H: -1.313 -2.335 4.800
H: -1.084 -3.299 3.357
H: -3.354 -5.640 3.733
H: -2.506 -4.935 2.520
H: -4.125 -4.265 2.906
O: 0.783 3.518 2.143
C: 0.021 3.326 1.201
N: 0.355 2.657 0.108
C: -1.359 3.881 1.201
H: -0.212 2.804 -0.715
H: 1.290 2.285 0.032
H: -2.009 3.051 1.477
H: -1.632 4.213 0.200
H: -1.481 4.698 1.912
O: -4.582 3.081 -1.092
C: -3.882 2.779 -2.030
N: -4.096 3.368 -3.223
C: -2.817 1.738 -1.822
H: -3.431 3.448 -3.978
H: -4.963 3.886 -3.200
H: -1.954 2.202 -1.345
H: -2.512 1.319 -2.781
H: -3.227 0.991 -1.141
O: 1.367 -5.397 1.629
C: 0.214 -5.671 1.632
N: -0.511 -5.166 0.772
C: -0.314 -6.602 2.651
H: -0.175 -4.734 -0.077
H: -1.506 -5.341 0.793
H: -0.067 -7.635 2.407
H: -1.402 -6.587 2.716
H: 0.011 -6.331 3.655
C: -0.366 -1.963 -2.676
C: -0.050 -1.836 -1.203
N: 0.635 -0.545 -0.954
C: 1.017 -0.402 0.459
C: -0.117 -0.412 1.426
C: 1.804 -0.235 -1.733
C: 2.827 -1.312 -2.048
H: 0.522 -2.172 -3.272
H: -1.117 -1.281 -3.074
H: -0.667 -2.999 -2.831
H: -0.879 -1.825 -0.495
H: 0.614 -2.634 -0.871
H: 1.768 -1.094 0.842
H: 1.457 0.528 0.819
H: -1.049 -0.103 0.954
H: -0.245 -1.452 1.725
H: 0.159 0.170 2.306
H: 2.299 0.680 -1.409
H: 1.512 0.097 -2.730
H: 3.410 -1.190 -1.135
H: 3.588 -1.006 -2.766
H: 2.540 -2.343 -2.254
O: -3.429 -2.970 -3.050
C: -3.997 -2.091 -3.762
O: -4.529 -0.947 -3.183
C: -4.786 0.003 -4.264
C: -4.054 -0.565 -5.554
C: -3.858 -2.079 -5.276
H: -4.522 1.039 -4.054
H: -5.855 -0.034 -4.475
H: -3.035 -0.207 -5.700
H: -4.681 -0.323 -6.411
H: -2.992 -2.602 -5.682
H: -4.620 -2.566 -5.884
O: 5.884 3.459 4.271
C: 4.972 2.672 4.373
O: 3.821 2.848 3.778
C: 2.995 1.703 3.688
C: 3.907 0.574 4.188
C: 4.912 1.325 4.984
H: 2.721 1.456 2.663
H: 2.115 1.754 4.329
H: 4.162 0.023 3.283
H: 3.341 -0.155 4.769
H: 5.874 0.817 5.059
H: 4.758 1.565 6.036
O: -0.924 2.035 -5.010
C: -0.105 2.889 -4.520
O: -0.587 3.740 -3.628
C: 0.259 4.748 -3.179
C: 1.552 4.453 -3.969
C: 1.351 3.160 -4.826
H: 0.352 4.715 -2.093
H: -0.003 5.768 -3.460
H: 2.479 4.382 -3.400
H: 1.627 5.299 -4.652
H: 1.930 2.303 -4.482
H: 1.643 3.133 -5.876
O: -4.972 -1.183 0.989
C: -4.814 -0.227 1.786
O: -4.877 -0.414 3.068
C: -4.569 0.836 3.706
C: -4.757 1.961 2.740
C: -4.530 1.238 1.425
H: -3.514 0.815 3.979
H: -5.107 1.025 4.635
H: -4.001 2.737 2.862
H: -5.720 2.446 2.900
H: -3.505 1.252 1.055
H: -5.176 1.537 0.599